ORCA calculation (ωB97M-V/def2-TZVPD) on 2 unconnected molecules or ions with the total composition C19H25NO4 at a distorted geometry.

```
49
Properties=species:S:1:pos:R:3:forces:R:3
C 0.00296 0.25292 -0.72987 0.00 -0.48 -0.27
C 0.85721 -0.80151 -0.64513 -0.02 0.19 0.34
C 1.09526 -1.50802 0.69856 -2.22 -0.32 -0.79
C 0.96796 -0.51127 1.81894 0.73 0.28 0.44
C -0.07283 -0.52462 2.74623 -0.42 -0.36 0.20
O -1.05360 -1.50409 2.72122 0.54 0.03 -0.20
C -0.59463 -2.76697 3.21176 -0.19 -0.36 0.60
C -0.00207 -2.73488 4.60885 0.06 -0.39 0.14
C -0.19411 0.43120 3.75214 -0.03 0.28 0.04
C 0.76843 1.41016 3.83694 -0.46 -0.50 -0.39
C 1.81926 1.43496 2.93400 0.27 0.71 0.26
C 1.95828 0.49436 1.92801 -1.02 -1.18 -1.12
C 3.14213 0.59662 1.03588 0.05 0.08 -0.62
C 3.25409 1.48038 -0.02053 -0.15 -0.66 0.55
C 2.67688 2.62340 3.30381 -0.39 -0.97 -0.79
O 3.63185 3.02591 2.70773 0.56 0.37 0.38
N 2.09408 3.19672 4.44440 -0.02 -0.15 0.84
C 0.90653 2.52000 4.81914 0.58 -0.51 -0.94
O 0.20983 2.79595 5.74453 -0.27 0.15 0.61
H -1.03909 0.11187 -0.44577 0.36 0.67 1.78
H 0.29149 1.23691 -1.08216 -0.43 -0.44 -1.74
H 1.35394 -1.20907 -1.52224 1.40 1.00 0.26
H 2.06452 -1.99658 0.68953 0.05 -0.11 -0.01
H 0.28279 -2.23025 0.81075 0.32 -0.43 0.20
H -1.47292 -3.40857 3.24530 -0.16 0.10 -0.19
H 0.12018 -3.25105 2.54473 0.06 0.24 -0.22
H -0.70650 -2.39273 5.36447 -0.06 0.25 -0.07
H 0.93021 -2.17921 4.68584 -0.04 0.18 -0.07
H 0.23316 -3.76878 4.87022 0.05 -0.05 0.00
H -1.02388 0.40519 4.44374 -0.06 -0.12 -0.01
H 3.96460 -0.08440 1.26815 0.79 1.34 1.30
H 2.67421 1.30775 -0.92113 -1.45 1.38 0.62
H 3.93193 2.32675 0.03973 1.46 -1.04 -0.88
H 2.70011 3.35885 5.23937 0.09 0.79 -0.25
C -4.17795 -0.17877 -4.80858 0.08 -0.10 -0.02
C -3.13358 0.86006 -4.43523 -0.11 0.02 -0.10
O -1.87886 0.31216 -4.07671 0.08 0.04 0.21
C -1.22491 -0.45871 -5.06652 -0.01 -0.06 -0.11
C -0.92079 0.30454 -6.34463 -0.06 0.10 0.02
H -4.32698 -0.88091 -3.98709 -0.02 0.02 0.02
H -5.12842 0.30697 -5.03168 0.00 0.01 0.03
H -3.88581 -0.75561 -5.68711 -0.03 0.05 -0.04
H -3.47472 1.41206 -3.55918 0.10 -0.01 0.05
H -3.01431 1.59445 -5.23990 -0.02 -0.04 -0.04
H -1.80035 -1.36565 -5.28526 -0.02 0.02 -0.05
H -0.28924 -0.78593 -4.61204 -0.03 0.04 0.10
H -1.82786 0.64927 -6.84253 -0.01 -0.07 -0.04
H -0.37865 -0.33362 -7.04330 0.01 -0.01 0.02
H -0.30981 1.18184 -6.12740 0.02 -0.02 0.00
```
Positions in Å, forces in eV/Å.

Output
energy relative to the best compared isomer or geometry (same formula, charge and spin)	746.5	kJ/mol
SMILES string	C=CCc1c(OCC)cc2c(c1C=C)C(=O)NC2=O.CCOCC
LUMO energy	-0.1	eV
frontier orbital gap	7.725	eV

ORCA calculation (ωB97M-V/def2-TZVPD) on C3H7NO in the gas phase at a distorted geometry.

```
12
Properties=species:S:1:pos:R:3:forces:R:3
C -1.13830 0.71565 -1.36704 0.15 -0.63 -0.54
C 0.27665 -0.17462 0.56129 -0.36 -0.96 -1.03
C 1.33436 -0.63356 -0.45729 -0.05 0.42 1.51
H -0.43161 0.18585 -2.10681 -0.67 0.98 1.63
H -1.22322 1.78323 -1.67885 -0.17 -0.89 0.17
H -2.06989 0.13248 -1.47969 0.04 0.76 -0.32
H -1.37397 0.99254 0.81622 0.47 -0.58 -1.38
H 0.92956 -1.24898 -1.21594 -0.59 -0.42 -0.99
H 1.74110 0.28050 -0.86241 0.56 0.00 -0.45
H 2.07052 -1.26584 0.06350 -0.19 0.67 -0.06
N -0.77881 0.60181 0.05237 1.36 -0.32 1.46
O 0.37162 -0.56466 1.70945 -0.54 0.96 -0.03
```
Positions in Å, forces in eV/Å.

Output
energy relative to the best compared isomer or geometry (same formula, charge and spin)	74.7	kJ/mol
SMILES string	CNC(C)=O
LUMO energy	0.9	eV
frontier orbital gap	10.461	eV

ORCA calculation (ωB97M-V/def2-TZVPD) on 5 unconnected molecules or ions with the total composition CH13NO4 at a distorted geometry.

```
19
Properties=species:S:1:pos:R:3:forces:R:3
C -0.59868 -0.32355 0.42537 0.06 0.07 -1.07
N -0.83468 -0.27373 -1.08032 -1.77 -3.67 0.75
H -0.37094 -1.27918 0.99726 -0.12 0.63 -1.78
H 0.22879 0.32538 0.47647 1.53 0.46 0.64
H -1.29212 0.16518 1.07382 -1.26 0.38 0.05
H -0.86826 0.60192 -1.57275 0.17 0.43 0.59
H -1.63829 -0.89491 -1.41545 1.46 1.46 0.82
H 0.33567 -2.44598 -1.50070 0.89 -1.22 -0.58
H 0.70474 -3.73577 -2.35491 -0.72 -0.58 -1.33
O 0.94788 -3.22882 -1.61177 -0.16 2.03 1.93
H 2.56310 -1.60639 1.14252 -0.46 0.29 0.48
H 3.66318 -2.41738 1.63199 -0.93 0.70 1.22
O 2.92728 -1.85263 2.00958 1.34 -1.00 -1.74
H -2.16897 3.52033 1.78190 1.90 -1.86 -2.09
H -2.59635 2.39370 0.83704 2.00 0.63 0.22
O -1.72783 2.85357 1.09479 -4.05 1.12 1.97
H 0.93474 2.79520 -0.54101 4.69 -0.14 2.00
H -0.39528 2.51676 -0.38013 -1.80 -0.22 0.89
O 0.18603 2.88631 -1.01370 -2.80 0.50 -2.95
```
Positions in Å, forces in eV/Å.

Output
energy relative to the best compared isomer or geometry (same formula, charge and spin)	209.3	kJ/mol
SMILES string	CN.O.O.O.O
LUMO energy	0.3	eV
frontier orbital gap	9.767	eV

ORCA calculation (ωB97M-V/def2-TZVPD) on C25H25N3O4S in the gas phase at a distorted geometry.

```
58
Properties=species:S:1:pos:R:3:forces:R:3
C -7.13874 -1.96746 -2.33904 -0.08 0.04 -0.03
C -5.62720 -1.88409 -2.33897 0.50 0.04 0.09
C -4.84238 -3.04059 -2.30718 0.24 0.21 -0.04
C -3.44007 -2.98396 -2.23285 0.16 0.09 0.40
C -2.76730 -1.74579 -2.12985 -0.34 0.30 0.18
S -0.88583 -1.60132 -2.06760 0.83 0.08 -0.03
N -0.20624 -1.13426 -0.60272 -0.46 0.56 -0.23
C 1.01034 -0.51682 -0.44492 -2.62 -0.70 -4.97
O 1.71922 -0.02766 -1.35019 0.15 -0.24 1.43
O -0.49622 -2.98683 -2.20307 0.00 0.11 -0.32
O -0.63099 -0.63337 -3.11466 -0.12 -0.37 0.40
C -3.54652 -0.59416 -2.30803 0.04 -0.08 0.38
C -4.94485 -0.66291 -2.37230 -0.03 -0.17 -0.02
H -7.59590 -0.97347 -2.33203 0.13 -0.10 -0.01
H -7.52999 -2.49832 -3.21609 0.21 0.09 0.09
H -7.51869 -2.50584 -1.46152 0.20 0.09 -0.10
H -5.36800 -3.99865 -2.33409 0.41 0.13 -0.03
H -2.88768 -3.92158 -2.25633 0.08 0.31 0.19
H -3.05851 0.37279 -2.39689 -0.01 -0.11 0.14
H -5.54254 0.24598 -2.44367 0.29 -0.06 -0.04
C 0.36276 -2.34798 1.80395 -0.35 -0.34 -0.17
O 0.46668 -0.91692 1.88368 0.42 -0.04 0.08
C 1.40074 -0.36458 0.97029 1.10 -0.75 3.02
C 2.80062 -0.91307 1.35316 -0.28 -0.39 -0.59
C 3.62395 -1.49052 0.38901 0.56 0.09 0.18
C 4.86161 -2.04168 0.78174 -0.67 0.28 -0.51
C 5.21183 -2.06574 2.11990 -0.15 -0.03 0.22
C 4.34109 -1.55206 3.08302 -0.51 0.50 0.19
C 3.14586 -0.93751 2.71323 -0.15 -0.03 -0.53
C 1.35098 1.10996 1.16832 -0.75 2.09 -0.53
N 2.31224 2.00275 0.86799 -0.17 -0.21 0.23
C 3.72549 1.74752 0.66293 0.53 -0.08 -0.28
C 1.73788 3.25980 0.63656 0.23 -0.51 -0.53
C 0.38804 3.13111 0.89119 -0.08 -1.12 -0.28
C -0.53404 4.07942 0.47840 0.04 0.76 -0.01
C -0.03606 5.18290 -0.22473 -0.21 -0.45 0.42
C 1.33582 5.31081 -0.49763 0.54 -0.27 0.23
C 2.25165 4.34664 -0.06590 -0.27 0.41 0.20
N 0.18603 1.78386 1.25213 0.11 0.41 0.24
C -1.13182 1.26760 1.60129 -0.48 -0.29 0.09
H -0.25895 -2.62322 2.65543 0.03 -0.05 -0.06
H -0.12876 -2.59608 0.84606 0.31 -0.15 0.71
H 1.33747 -2.86216 1.89008 -0.32 0.37 -0.01
H 3.34175 -1.43276 -0.67150 0.11 -0.15 0.59
H 5.51692 -2.44268 0.00669 -0.11 0.05 0.34
H 6.15353 -2.49441 2.43368 0.02 -0.06 -0.01
H 4.55447 -1.60596 4.14498 0.30 -0.05 -0.12
H 2.43541 -0.49174 3.43311 0.60 -0.45 -0.28
H 4.18290 2.72564 0.49804 0.11 -0.30 0.14
H 4.16286 1.26157 1.54651 -0.12 0.26 -0.40
H 3.87200 1.12456 -0.22979 -0.09 0.20 0.31
H -1.58783 3.93476 0.69615 0.13 0.23 -0.27
H -0.72150 5.94536 -0.58676 0.11 -0.19 0.09
H 1.69711 6.16478 -1.07409 -0.15 -0.28 0.21
H 3.31719 4.39525 -0.26400 -0.24 0.23 -0.21
H -1.82082 2.11709 1.58026 0.15 -0.27 0.07
H -1.45015 0.51375 0.86845 0.16 0.15 0.27
H -1.10684 0.83225 2.61014 -0.06 0.16 -0.48
```
Positions in Å, forces in eV/Å.

Output
energy relative to the best compared isomer or geometry (same formula, charge and spin)	314.9	kJ/mol
LUMO energy	-0.3	eV
frontier orbital gap	7.849	eV

Q: Which value of energy relative to the best compared isomer or geometry (same formula, charge and spin) does entry 3 give?
A: 209.3 kJ/mol

Q: energy relative to the best compared isomer or geometry (same formula, charge and spin) of number 1 (C19H25NO4)?
A: 746.5 kJ/mol

Q: Which of these has the lowest LUMO energy?
A: C25H25N3O4S